Record 1
{"formula": "FH3OSi", "method": "ωB97M-V/def2-TZVPD", "charge": 0, "e_lumo_ev": -0.7, "de_lowest_kj_mol": 341.7, "energy_ha": -466.36032, "homo_lumo_gap_ev": 10.651, "elements": ["O", "Si", "H", "H", "F", "H"], "xyz": [[-0.49029, 0.26276, -1.28535], [-1.06839, -0.01461, 0.06812], [-0.37537, 0.09776, 1.26066], [-2.30609, -0.47163, 0.27710], [2.49785, 0.08236, 0.13111], [1.74229, 0.04335, -0.45164]], "nbo_charge": [-1.15, 1.67, -0.25, -0.27, -0.58, 0.57]}


Record 2
{"formula": "C16H20N2O6S2", "method": "ωB97M-V/def2-TZVPD", "charge": 0, "e_lumo_ev": -0.1, "de_lowest_kj_mol": 561.4, "energy_ha": -1978.82811, "homo_lumo_gap_ev": 8.171, "elements": ["C", "O", "C", "C", "C", "C", "C", "C", "C", "C", "S", "O", "O", "N", "C", "C", "O", "N", "O", "O", "C", "C", "C", "S", "C", "C", "H", "H", "H", "H", "H", "H", "H", "H", "H", "H", "H", "H", "H", "H", "H", "H", "H", "H", "H", "H"], "xyz": [[0.93778, 7.82988, -0.03588], [1.93214, 6.90665, -0.47244], [1.57010, 5.59134, -0.66285], [2.58347, 4.63607, -0.44200], [2.34165, 3.27183, -0.64396], [1.03154, 2.81674, -1.01871], [0.72933, 1.39340, -1.21650], [-0.35172, 0.88242, -1.91338], [-0.41349, -0.56699, -1.91049], [0.60943, -1.10647, -1.19138], [0.86897, -2.86707, -0.84260], [2.34043, -3.00266, -0.71089], [0.26209, -3.65537, -1.95064], [-0.01363, -3.15101, 0.69506], [0.58254, -2.56486, 1.90906], [0.17747, -1.08347, 2.16378], [1.03657, -0.31479, 2.62738], [-1.03186, -0.53268, 1.70879], [-1.31610, 0.87781, 1.77699], [-0.40202, -4.50137, 0.91711], [-1.56615, -4.94740, 0.24337], [-2.68896, -5.06068, 1.26050], [-1.24855, -6.31488, -0.37845], [1.69527, 0.06246, -0.52967], [0.01741, 3.80051, -1.16946], [0.32225, 5.15867, -1.01055], [0.18076, 7.99823, -0.83577], [1.34806, 8.82176, 0.20846], [0.44280, 7.44513, 0.86679], [3.61004, 4.91855, -0.19389], [3.11390, 2.55528, -0.41395], [-1.06382, 1.53669, -2.43265], [-1.22515, -1.15521, -2.38471], [0.23834, -3.11453, 2.78482], [1.69236, -2.64579, 1.83551], [-1.68617, -1.14278, 1.21674], [-0.69819, 1.35017, 2.40817], [-1.93010, -4.26497, -0.51997], [-2.92111, -4.07297, 1.65756], [-2.40932, -5.74451, 2.05138], [-3.58838, -5.41703, 0.77547], [-2.08510, -6.62546, -1.03663], [-0.34935, -6.30522, -0.99563], [-1.14485, -7.06772, 0.40945], [-1.01836, 3.55337, -1.46082], [-0.51235, 5.81892, -1.14253]], "nbo_charge": [-0.25, -0.50, 0.29, -0.23, -0.17, -0.12, -0.14, -0.25, -0.21, -0.53, 2.18, -0.91, -0.90, -0.37, -0.34, 0.62, -0.63, -0.34, -0.54, -0.38, 0.09, -0.62, -0.62, 0.50, -0.17, -0.25, 0.17, 0.20, 0.18, 0.23, 0.22, 0.23, 0.25, 0.26, 0.25, 0.41, 0.51, 0.20, 0.20, 0.21, 0.21, 0.21, 0.24, 0.21, 0.22, 0.21]}


Record 3
{"formula": "C37H35Cl3N3O6PS2TeY", "method": "ωB97M-V/def2-TZVPD", "charge": 1, "e_lumo_ev": -3.0, "de_lowest_kj_mol": 133.7, "energy_ha": -4871.27301, "homo_lumo_gap_ev": 7.396, "elements": ["Y", "C", "O", "C", "C", "C", "C", "C", "C", "O", "C", "O", "C", "H", "H", "H", "H", "H", "H", "H", "H", "H", "O", "S", "O", "O", "C", "C", "C", "C", "C", "C", "P", "C", "C", "C", "C", "C", "C", "C", "C", "C", "C", "C", "C", "H", "H", "H", "H", "H", "H", "H", "H", "H", "H", "H", "H", "H", "H", "C", "Te", "C", "H", "H", "H", "H", "H", "H", "N", "C", "S", "C", "C", "C", "N", "C", "C", "H", "H", "H", "H", "H", "H", "Cl", "C", "Cl", "Cl", "C", "N"], "xyz": [[-0.18050, -0.31660, -0.16380], [-1.87470, 4.69450, -4.80550], [-2.38990, 5.09640, -3.55410], [-2.12570, 4.36100, -2.46300], [-2.64390, 4.87480, -1.25030], [-2.40310, 4.23080, -0.07580], [-1.69100, 3.00800, -0.01900], [-1.42470, 2.35120, 1.22780], [-1.68970, 3.07650, 2.52590], [-0.96560, 1.18730, 1.29810], [-1.21570, 2.44670, -1.25600], [-0.59230, 1.31430, -1.33940], [-1.42240, 3.17630, -2.44780], [-2.18980, 5.46300, -5.50970], [-2.28440, 3.72690, -5.11030], [-0.78240, 4.64390, -4.78550], [-3.22030, 5.78370, -1.29520], [-2.79070, 4.65900, 0.83460], [-2.75970, 3.16690, 2.70190], [-1.25340, 4.07200, 2.50500], [-1.25600, 2.50120, 3.34070], [-1.01770, 2.73470, -3.34550], [1.07290, -2.18810, 0.09250], [1.93090, -1.55410, 1.13430], [3.32930, -1.57950, 0.82430], [1.39740, -0.18730, 1.34270], [1.56110, -2.43000, 2.64540], [2.56800, -2.88250, 3.47550], [2.23180, -3.54230, 4.64750], [0.89710, -3.74450, 4.96620], [-0.10520, -3.29060, 4.12630], [0.21770, -2.60280, 2.95590], [-1.11440, -1.99370, 1.84190], [-2.29890, -1.23470, 3.00300], [-3.62420, -1.11230, 2.58610], [-4.54450, -0.44400, 3.37030], [-4.14750, 0.12310, 4.57070], [-2.82590, 0.03600, 4.97570], [-1.89820, -0.62310, 4.18680], [-1.82170, -3.65180, 1.49400], [-2.94360, -4.17660, 2.12360], [-3.38860, -5.44680, 1.80020], [-2.70770, -6.20930, 0.86760], [-1.57480, -5.69920, 0.25400], [-1.13720, -4.42390, 0.55560], [3.59400, -2.70720, 3.18920], [3.00920, -3.89060, 5.30820], [0.63860, -4.25170, 5.88290], [-1.14100, -3.46520, 4.38030], [-3.92950, -1.54640, 1.64240], [-5.57180, -0.37130, 3.04700], [-4.86730, 0.63540, 5.18840], [-2.51580, 0.48730, 5.90740], [-0.86090, -0.66030, 4.49160], [-3.46830, -3.60700, 2.87460], [-4.25980, -5.84550, 2.29530], [-3.05040, -7.20550, 0.63650], [-1.02650, -6.30300, -0.45190], [-0.24640, -4.02630, 0.08810], [2.36730, 1.41030, -3.17170], [2.44860, -0.02570, -1.53010], [3.56210, 1.38550, -0.34990], [1.67690, 2.21090, -2.92660], [2.03020, 0.91080, -4.07250], [3.34830, 1.82570, -3.36510], [4.55640, 1.50670, -0.78300], [3.63910, 0.96080, 0.64530], [3.03900, 2.33980, -0.32200], [-3.27860, -5.51290, -4.69990], [-2.35320, -4.58050, -4.97590], [-1.79030, -4.40110, -6.51300], [-1.89620, -3.68000, -3.91220], [-2.60580, -3.49090, -2.72390], [-2.14950, -2.56880, -1.80120], [-1.05400, -1.82320, -1.96550], [-0.36580, -2.01690, -3.09530], [-0.73540, -2.91880, -4.07460], [-3.59290, -6.09530, -5.45950], [-3.60640, -5.71560, -3.77150], [-3.51850, -4.02720, -2.51440], [-2.70210, -2.41950, -0.88100], [0.52980, -1.41150, -3.22920], [-0.14700, -3.03230, -4.97310], [-4.97560, 2.35910, 1.04680], [-4.84030, 1.39460, -0.43840], [-6.20900, 0.23840, -0.53950], [-4.80170, 2.44350, -1.87610], [-3.64910, 0.60030, -0.38000], [-2.75450, -0.11420, -0.31820]], "mulliken_charge": [0.99, -0.80, -0.45, 0.79, -1.10, -0.86, 0.37, 0.76, -2.03, 0.00, -0.12, 0.04, -0.27, 0.25, 0.31, 0.33, 0.46, 0.46, 0.32, 0.51, 0.32, 0.41, -0.37, 1.10, -0.65, -0.15, -0.03, -0.44, -0.75, -0.81, -0.33, -0.76, 2.25, 0.44, -0.59, -1.14, -0.73, -0.84, -0.69, 0.73, -0.45, -0.74, -0.72, -0.76, -0.87, 0.60, 0.43, 0.45, 0.51, 0.78, 0.53, 0.44, 0.46, 0.51, 0.45, 0.48, 0.44, 0.54, 0.49, -1.05, 0.56, -0.94, 0.19, 0.37, 0.43, 0.37, 0.28, 0.32, -0.32, 0.32, -0.37, 1.16, -1.09, -0.61, 0.47, -0.64, -0.84, 0.21, 0.17, 0.39, 0.41, 0.16, 0.42, -0.06, 0.87, -0.09, -0.02, -0.84, 0.25]}


Record 4
{"formula": "C34H33N2OPSSnTe", "method": "ωB97M-V/def2-TZVPD", "charge": -2, "e_lumo_ev": [4.1, 4.1], "energy_ha": -2721.80003, "homo_lumo_gap_ev": [4.782, 4.781], "elements": ["Sn", "O", "N", "C", "C", "C", "C", "C", "C", "C", "P", "C", "C", "C", "C", "C", "C", "C", "C", "C", "C", "C", "C", "H", "H", "H", "H", "H", "H", "H", "H", "H", "H", "H", "H", "H", "H", "H", "H", "C", "C", "C", "C", "N", "H", "H", "H", "H", "H", "H", "H", "H", "H", "C", "C", "C", "C", "C", "C", "C", "H", "H", "H", "H", "H", "Te", "C", "C", "C", "C", "S", "H", "H", "H"], "xyz": [[-0.34613, -1.45097, -0.12991], [2.89774, -0.03744, -1.80158], [3.04398, -0.63189, -0.53183], [3.12250, 0.23381, 0.39135], [3.13133, 1.72349, 0.29851], [4.23602, 2.34078, 0.89643], [4.36940, 3.71874, 0.88267], [3.37874, 4.47509, 0.25952], [2.28374, 3.83919, -0.30808], [2.10326, 2.44994, -0.29578], [0.25759, 1.36133, -0.58272], [-0.49433, 2.50174, 0.67469], [-0.71175, 1.94657, 1.94024], [-1.31932, 2.68958, 2.94025], [-1.73970, 3.99336, 2.69609], [-1.53616, 4.54852, 1.44168], [-0.91055, 3.80747, 0.44424], [-0.00039, 2.21164, -2.20895], [1.07554, 2.43682, -3.06915], [0.88462, 2.99481, -4.32550], [-0.38840, 3.36238, -4.74574], [-1.46682, 3.14638, -3.90052], [-1.27299, 2.56501, -2.65242], [2.52767, -0.76046, -2.31966], [3.27137, -0.21272, 1.37147], [4.99830, 1.72861, 1.37098], [5.22304, 4.19454, 1.35119], [3.45307, 5.55801, 0.23429], [1.53060, 4.45856, -0.78860], [-0.43176, 0.91348, 2.12526], [-1.48186, 2.23618, 3.91143], [-2.22883, 4.56573, 3.47640], [-1.87134, 5.55870, 1.23274], [-0.76983, 4.25025, -0.53502], [2.07031, 2.16216, -2.74547], [1.73872, 3.14538, -4.97671], [-0.53709, 3.80745, -5.72336], [-2.46963, 3.41925, -4.20879], [-2.13015, 2.38064, -2.02115], [1.02541, -2.52550, 3.76915], [0.65247, -2.93836, 2.33891], [1.93574, -3.36445, 1.61259], [-0.29780, -4.14729, 2.39909], [0.01325, -1.80075, 1.72811], [1.49413, -3.34741, 4.32132], [0.12964, -2.20623, 4.30593], [1.71431, -1.67890, 3.73433], [2.47217, -4.15669, 2.14804], [2.59612, -2.50066, 1.50311], [1.68594, -3.73435, 0.61919], [0.12322, -4.97808, 2.97846], [-0.50821, -4.50229, 1.38942], [-1.24425, -3.84366, 2.85117], [-1.42690, 0.24308, -0.53807], [-2.82748, 0.27785, -0.82146], [-3.61653, 1.38315, -0.39002], [-4.98507, 1.42127, -0.57110], [-5.66829, 0.38311, -1.20206], [-4.91364, -0.69152, -1.66323], [-3.54146, -0.74167, -1.49954], [-3.12809, 2.20143, 0.12569], [-5.53378, 2.28200, -0.19905], [-6.74294, 0.41334, -1.33213], [-5.40286, -1.51599, -2.17302], [-2.98745, -1.58206, -1.90339], [-1.05558, -4.06003, -1.73945], [-0.12336, -5.74869, -0.86294], [1.20946, -6.04952, -0.76934], [1.47427, -7.28190, -0.10772], [0.33574, -7.91688, 0.29005], [-1.04578, -7.00209, -0.13435], [1.97756, -5.39497, -1.15517], [2.46839, -7.67204, 0.06464], [0.25114, -8.85530, 0.81430]], "mulliken_charge": [0.35, -0.27, -0.49, -0.63, 0.24, -0.53, -0.57, -0.89, -0.14, 0.55, 0.80, 0.54, -0.53, -0.62, -0.51, -0.78, -0.08, 0.44, -0.46, -0.77, -0.48, -0.94, -0.23, 0.36, 0.28, 0.42, 0.34, 0.39, 0.24, 0.36, 0.42, 0.34, 0.37, 0.25, 0.36, 0.38, 0.34, 0.43, 0.25, -1.97, 1.88, -1.22, -1.17, -0.21, 0.39, 0.40, 0.35, 0.46, 0.05, 0.06, 0.38, -0.14, 0.35, -0.60, 0.83, 0.14, -0.76, -0.50, -0.62, -0.50, 0.20, 0.37, 0.35, 0.37, 0.17, -0.13, -0.13, -0.25, -0.58, -0.43, -0.18, 0.43, 0.34, 0.37]}